Entry 1:
{"formula": "C36H26BiBrN8O6S3", "method": "ωB97M-V with the def2-TZVPD basis set", "species": ["Bi", "O", "C", "O", "C", "C", "C", "C", "C", "N", "C", "O", "O", "H", "H", "H", "C", "S", "C", "S", "N", "N", "C", "C", "C", "C", "C", "C", "N", "H", "H", "H", "H", "H", "H", "H", "H", "Br", "C", "C", "C", "C", "N", "C", "H", "H", "H", "H", "S", "C", "N", "O", "C", "N", "C", "C", "O", "N", "C", "C", "C", "C", "C", "C", "C", "C", "C", "C", "C", "C", "H", "H", "H", "H", "H", "H", "H", "H", "H", "H", "H"], "xyz": [[0.10, -0.11, 0.28], [1.02, -1.08, 4.56], [0.76, -1.07, 3.36], [1.20, -0.26, 2.50], [-0.15, -2.17, 2.82], [-0.63, -3.20, 3.61], [-1.40, -4.19, 3.02], [-1.65, -4.12, 1.66], [-1.14, -3.04, 0.94], [-0.41, -2.12, 1.53], [-1.38, -2.91, -0.57], [-2.13, -3.74, -1.09], [-0.75, -1.98, -1.14], [-0.38, -3.20, 4.66], [-1.80, -5.00, 3.61], [-2.25, -4.85, 1.14], [5.81, -0.48, 0.91], [5.21, -0.17, -0.78], [3.50, 0.03, -0.25], [2.55, -1.36, -0.15], [3.28, 1.23, 0.16], [2.08, 1.49, 0.68], [1.97, 2.40, 1.57], [0.72, 2.59, 2.27], [0.65, 3.56, 3.29], [-0.48, 3.64, 4.06], [-1.53, 2.76, 3.80], [-1.39, 1.87, 2.75], [-0.31, 1.78, 2.01], [6.86, -0.75, 0.85], [5.66, 0.41, 1.50], [5.23, -1.30, 1.33], [2.83, 2.99, 1.91], [1.49, 4.23, 3.44], [-0.55, 4.37, 4.86], [-2.42, 2.76, 4.41], [-2.18, 1.17, 2.50], [3.92, -3.06, -4.02], [3.12, -1.39, -3.56], [3.88, -0.24, -3.66], [3.26, 0.96, -3.33], [1.93, 0.93, -2.93], [1.23, -0.19, -2.85], [1.81, -1.34, -3.13], [4.92, -0.28, -3.95], [3.81, 1.89, -3.38], [1.40, 1.82, -2.63], [1.20, -2.22, -3.00], [-0.86, 4.58, -0.10], [-0.38, 3.12, -0.56], [0.02, 2.09, -0.92], [-3.01, -1.20, 2.31], [-3.23, -0.67, 1.24], [-4.50, -0.57, 0.70], [-4.51, 0.21, -0.50], [-2.97, 0.42, -0.68], [-2.48, 0.97, -1.65], [-2.35, -0.04, 0.41], [-5.19, 1.56, -0.25], [-6.26, 1.62, 0.64], [-6.91, 2.81, 0.88], [-6.51, 3.97, 0.23], [-5.45, 3.91, -0.66], [-4.80, 2.72, -0.91], [-5.22, -0.42, -1.67], [-6.27, -1.31, -1.49], [-7.00, -1.77, -2.57], [-6.70, -1.34, -3.85], [-5.63, -0.49, -4.04], [-4.90, -0.02, -2.96], [-5.26, -1.12, 1.05], [-6.58, 0.73, 1.16], [-7.72, 2.85, 1.59], [-7.02, 4.90, 0.42], [-5.11, 4.81, -1.15], [-3.95, 2.69, -1.58], [-6.54, -1.66, -0.50], [-7.82, -2.46, -2.41], [-7.29, -1.68, -4.69], [-5.35, -0.18, -5.04], [-4.05, 0.64, -3.11]], "lowdin_charge": [1.8499, 0.0070, -0.6275, -0.1763, -0.1810, 0.0005, -0.0546, -0.0028, -0.1916, 0.0195, -0.6549, 0.0044, -0.1703, 0.1090, 0.0972, 0.1094, -0.4076, 0.7615, -1.1163, 0.5739, -0.0637, -0.1168, -0.0939, -0.3004, -0.0263, -0.0731, -0.0416, -0.1030, 0.0185, 0.0150, 0.0252, 0.0222, 0.1281, 0.1062, 0.0982, 0.0977, 0.0917, 0.6785, -0.6983, -0.1889, -0.0842, -0.1684, 0.0623, -0.2541, 0.0913, 0.1026, 0.0756, 0.1023, 0.4585, -1.0235, -0.0909, 0.0475, -0.5739, 0.1444, -0.2649, -0.4440, 0.0409, 0.0331, -0.1182, -0.0330, -0.1034, -0.1135, -0.0768, -0.0043, -0.1136, -0.0280, -0.1013, -0.1138, -0.0798, -0.0034, 0.1256, 0.1041, 0.0911, 0.0891, 0.1000, 0.1111, 0.1011, 0.0922, 0.0890, 0.0972, 0.1093], "total_energy_ev": -170353.0198, "gap_ha": 0.24095, "homo_ev": -2.55, "charge": -2, "spin_multiplicity": 1}



Entry 2:
{"formula": "C3H8N2O", "method": "ωB97M-V with the def2-TZVPD basis set", "species": ["C", "N", "C", "O", "N", "C", "H", "H", "H", "H", "H", "H", "H", "H"], "xyz": [[-0.42, -0.54, -2.08], [-0.99, 0.45, -1.19], [-0.53, 0.49, 0.00], [-1.05, 1.38, 0.87], [0.44, -0.30, 0.55], [1.04, -0.07, 1.85], [-0.97, -0.53, -3.03], [0.64, -0.33, -2.31], [-0.48, -1.56, -1.68], [-1.75, 1.82, 0.36], [0.98, -0.83, -0.11], [1.95, 0.53, 1.79], [1.28, -1.04, 2.31], [0.32, 0.44, 2.49]], "lowdin_charge": [-0.1687, 0.0047, -0.5323, 0.0653, 0.0135, -0.0793, 0.0666, 0.0758, 0.0760, 0.1180, 0.1137, 0.0840, 0.0820, 0.0806], "total_energy_ev": -8268.3280, "gap_ha": 0.35185, "e_above_lowest_kj_mol": 96.3, "homo_ev": -8.69, "smiles": "C/N=C(/O)NC", "spin_multiplicity": 1}



Entry 3:
{"formula": "C31H50BrCl2F3N2O7S", "method": "ωB97M-V with the def2-TZVPD basis set", "species": ["C", "C", "N", "C", "C", "C", "C", "N", "C", "C", "O", "S", "O", "O", "C", "C", "C", "O", "C", "O", "C", "C", "C", "C", "C", "C", "C", "C", "C", "C", "C", "O", "C", "C", "C", "O", "C", "C", "F", "F", "F", "C", "Br", "H", "H", "H", "H", "H", "H", "H", "H", "H", "H", "H", "H", "H", "H", "H", "H", "H", "H", "H", "H", "H", "H", "H", "H", "H", "H", "H", "H", "H", "H", "H", "H", "H", "H", "H", "H", "H", "H", "H", "H", "H", "H", "H", "H", "H", "H", "Cl", "C", "C", "Cl", "H", "H", "H", "H"], "xyz": [[4.10, -1.67, 1.08], [3.53, -2.05, -0.30], [2.65, -0.97, -0.75], [2.08, -1.01, -2.09], [2.27, -2.37, -2.76], [3.43, -2.63, -3.48], [3.61, -3.87, -4.06], [2.73, -4.86, -3.98], [1.63, -4.62, -3.29], [1.35, -3.41, -2.67], [2.87, -0.01, -2.79], [2.58, 0.64, -4.27], [3.30, -0.13, -5.25], [1.05, 0.15, -4.40], [0.06, 1.00, -3.76], [0.12, 2.42, -4.35], [-1.24, 2.96, -4.74], [-1.06, 3.99, -5.72], [-1.86, 5.06, -5.63], [-2.09, 5.80, -6.54], [0.05, 0.83, -2.20], [-1.48, 0.90, -1.86], [-2.09, 1.39, -0.53], [-1.36, 1.33, 0.83], [-2.04, 0.41, 1.87], [-1.05, -0.21, 2.86], [-1.63, -0.54, 4.24], [-0.58, -0.59, 5.36], [0.71, -1.32, 5.01], [1.71, -1.34, 6.17], [1.26, -2.17, 7.37], [1.26, -1.37, 8.55], [0.19, -1.59, 9.45], [0.97, 1.78, -1.42], [0.54, 3.19, -1.00], [-0.52, 3.73, -1.79], [-0.81, 5.07, -1.47], [-2.29, 5.24, -1.23], [-2.66, 4.83, 0.00], [-2.63, 6.54, -1.33], [-3.03, 4.56, -2.12], [0.53, -0.65, -2.02], [-0.18, -1.45, -0.36], [3.41, -0.99, 1.58], [5.06, -1.18, 0.98], [4.22, -2.55, 1.70], [2.95, -2.97, -0.19], [4.36, -2.24, -0.98], [3.16, -0.10, -0.68], [4.19, -1.86, -3.58], [4.52, -4.06, -4.62], [0.91, -5.42, -3.22], [0.43, -3.31, -2.12], [-0.87, 0.55, -4.11], [0.63, 3.13, -3.71], [0.68, 2.36, -5.28], [-1.84, 2.17, -5.22], [-1.79, 3.36, -3.89], [-2.26, 5.23, -4.61], [-1.88, -0.10, -2.08], [-1.94, 1.54, -2.62], [-2.40, 2.42, -0.68], [-3.02, 0.83, -0.42], [-0.32, 1.04, 0.77], [-1.37, 2.34, 1.26], [-2.60, -0.37, 1.35], [-2.76, 1.00, 2.45], [-0.61, -1.11, 2.44], [-0.21, 0.49, 3.00], [-2.13, -1.51, 4.20], [-2.37, 0.23, 4.49], [-1.03, -1.11, 6.20], [-0.36, 0.42, 5.73], [0.49, -2.35, 4.70], [1.21, -0.85, 4.15], [2.65, -1.74, 5.79], [1.92, -0.32, 6.49], [0.26, -2.58, 7.20], [1.94, -3.01, 7.52], [0.49, -2.27, 10.25], [-0.69, -1.98, 8.93], [-0.08, -0.63, 9.89], [1.26, 1.26, -0.51], [1.90, 1.89, -1.98], [0.25, 3.22, 0.06], [1.41, 3.86, -1.10], [-0.53, 5.73, -2.30], [-0.29, 5.40, -0.57], [-0.02, -1.24, -2.75], [-4.71, -1.19, -0.86], [-3.81, -2.62, -1.46], [-4.36, -3.91, -0.90], [-4.07, -4.05, 0.85], [-2.77, -2.49, -1.18], [-3.90, -2.62, -2.54], [-3.87, -4.75, -1.38], [-5.44, -3.99, -1.07]], "lowdin_charge": [-0.0751, -0.2537, -0.0375, -0.4480, -0.1534, -0.0198, -0.1190, 0.0664, -0.1342, -0.0315, -0.3033, 0.9698, -0.3587, -0.2778, -0.2757, -0.1017, -0.1646, -0.0069, -0.3419, 0.0989, -0.3433, -0.1416, -0.1706, -0.2354, -0.2166, -0.2403, -0.1999, -0.2109, -0.2246, -0.1725, -0.2329, -0.1903, -0.1107, -0.0859, -0.1602, -0.1496, -0.0831, -0.5978, 0.1447, 0.1437, 0.1370, -0.4368, 0.9678, 0.0679, 0.0707, 0.0711, 0.1139, 0.1115, 0.1221, 0.1112, 0.1101, 0.1057, 0.0569, 0.1489, 0.1162, 0.1250, 0.1400, 0.0930, 0.1371, 0.0858, 0.1037, 0.0794, 0.0520, 0.0519, 0.1053, 0.0843, 0.1110, 0.0695, 0.1138, 0.1144, 0.1057, 0.1016, 0.1198, 0.1221, 0.0989, 0.1046, 0.1171, 0.1040, 0.1195, 0.0833, 0.0789, 0.0844, 0.1075, 0.0981, 0.1137, 0.1325, 0.1473, 0.1458, 0.0883, 0.5846, -0.6589, -0.6586, 0.5383, 0.0093, 0.0761, 0.0734, 0.0677], "total_energy_ev": -164343.9392, "gap_ha": 0.35173, "e_above_lowest_kj_mol": 0.0, "homo_ev": -9.31, "spin_multiplicity": 1}